4 unconnected molecules or ions with the total composition C4H12O3. Source: the OMol25 dataset; level of theory: ωB97M-V/def2-TZVPD.

ΔE to the lowest compared entry with this formula, charge and spin: 45.0 kcal per mole
Total charge: 0
Orbital gap: 0.3656 hartree

Element x y z (Å)
1 C -0.82 0.33 1.73
2 C 0.17 1.22 1.56
3 C 0.66 1.24 0.15
4 C 1.89 1.52 -0.28
5 H -1.17 -0.26 0.91
6 H -1.46 0.38 2.61
7 H 0.70 1.74 2.34
8 H -0.10 1.22 -0.62
9 H 2.10 1.60 -1.34
10 H 2.73 1.68 0.40
11 H -2.91 -0.31 -0.18
12 H -2.09 -1.53 -0.69
13 O -2.33 -0.61 -0.89
14 H -0.25 -0.55 -2.16
15 H 0.44 -1.78 -1.79
16 O 0.25 -1.24 -2.59
17 H 0.05 -1.49 0.75
18 H 1.50 -1.37 0.06
19 O 0.62 -1.78 0.03

Formally, the Mulliken partial charges of the atoms, in units of the elementary charge, are as follows: atom 1 (C): -0.318, atom 2 (C): -0.322, atom 3 (C): 0.035, atom 4 (C): -0.695, atom 5 (H): -0.264, atom 6 (H): 0.335, atom 7 (H): 0.417, atom 8 (H): 0.302, atom 9 (H): 0.266, atom 10 (H): 0.283, atom 11 (H): 0.293, atom 12 (H): 0.328, atom 13 (O): -0.616, atom 14 (H): 0.268, atom 15 (H): 0.401, atom 16 (O): -0.658, atom 17 (H): 0.266, atom 18 (H): 0.351, atom 19 (O): -0.671

***

2 unconnected molecules or ions with the total composition C4H12O3. Source: the OMol25 dataset; level of theory: ωB97M-V/def2-TZVPD.

ΔE to the lowest compared entry with this formula, charge and spin: 56.3 kcal per mole
Total charge: 0
Orbital gap: 0.3897 hartree

Element x y z (Å)
1 C -0.08 -0.45 -1.63
2 O 0.49 0.36 -2.67
3 C 1.03 -0.82 -0.61
4 C 0.16 -1.41 0.50
5 C 0.06 -0.65 1.87
6 O 1.03 0.26 2.33
7 H -0.85 0.24 -1.12
8 H -0.57 -1.17 -2.33
9 H 1.27 0.92 -2.30
10 H 1.65 0.11 -0.58
11 H 1.79 -1.55 -1.05
12 H 0.36 -2.49 0.68
13 H -0.88 -1.59 0.28
14 H -0.11 -1.29 2.77
15 H -0.86 0.06 1.67
16 H 1.73 0.47 1.74
17 H -1.77 1.59 0.74
18 H -1.91 2.74 -0.38
19 O -2.38 2.12 0.23

Formally, the Mulliken partial charges of the atoms, in units of the elementary charge, are as follows: atom 1 (C): -0.178, atom 2 (O): -0.535, atom 3 (C): -0.567, atom 4 (C): -0.709, atom 5 (C): -0.128, atom 6 (O): -0.492, atom 7 (H): 0.099, atom 8 (H): 0.249, atom 9 (H): 0.316, atom 10 (H): 0.390, atom 11 (H): 0.215, atom 12 (H): 0.434, atom 13 (H): 0.445, atom 14 (H): 0.297, atom 15 (H): -0.082, atom 16 (H): 0.279, atom 17 (H): 0.324, atom 18 (H): 0.310, atom 19 (O): -0.666

***

2 unconnected molecules or ions with the total composition C4H12O3. Source: the OMol25 dataset; level of theory: ωB97M-V/def2-TZVPD.

ΔE to the lowest compared entry with this formula, charge and spin: 21.7 kcal per mole
Total charge: 0
Orbital gap: 0.3876 hartree

Element x y z (Å)
1 C -0.47 -0.11 1.85
2 O 0.04 -0.69 3.03
3 C -0.21 -0.94 0.54
4 C -0.87 -0.32 -0.69
5 C -0.28 -0.67 -2.05
6 O -0.76 1.12 -0.50
7 H 0.03 0.84 1.72
8 H -1.50 0.34 2.01
9 H 0.77 -1.26 2.76
10 H -0.33 -2.04 0.63
11 H 0.90 -0.91 0.43
12 H -1.94 -0.43 -0.67
13 H -0.97 -0.24 -2.77
14 H -0.05 -1.74 -2.19
15 H 0.63 -0.06 -2.17
16 H -0.61 1.66 -1.28
17 H 1.12 1.52 -0.17
18 H 2.42 2.40 -0.14
19 O 2.08 1.52 -0.34

Formally, the Mulliken partial charges of the atoms, in units of the elementary charge, are as follows: atom 1 (C): -0.330, atom 2 (O): -0.547, atom 3 (C): -0.839, atom 4 (C): 0.327, atom 5 (C): -1.245, atom 6 (O): -0.681, atom 7 (H): 0.210, atom 8 (H): 0.313, atom 9 (H): 0.313, atom 10 (H): 0.411, atom 11 (H): 0.414, atom 12 (H): 0.301, atom 13 (H): 0.392, atom 14 (H): 0.331, atom 15 (H): 0.296, atom 16 (H): 0.326, atom 17 (H): 0.364, atom 18 (H): 0.276, atom 19 (O): -0.632

***

2 unconnected molecules or ions with the total composition C4H12O3. Source: the OMol25 dataset; level of theory: ωB97M-V/def2-TZVPD.

ΔE to the lowest compared entry with this formula, charge and spin: 56.0 kcal per mole
Total charge: 0
Orbital gap: 0.3930 hartree

Element x y z (Å)
1 C -0.11 -0.87 1.88
2 O 0.97 -0.84 2.84
3 C 0.13 0.29 0.73
4 C -1.24 0.74 0.09
5 C -0.70 1.51 -1.18
6 O -0.67 2.93 -0.99
7 H -0.12 -1.94 1.47
8 H -1.09 -0.74 2.25
9 H 1.42 -0.01 2.46
10 H 0.75 -0.14 -0.08
11 H 0.65 1.13 1.02
12 H -2.01 1.40 0.51
13 H -1.67 -0.29 -0.35
14 H -1.32 1.19 -2.00
15 H 0.30 1.12 -1.54
16 H -0.84 3.22 -1.88
17 H 1.98 -3.49 -2.20
18 H 2.11 -2.32 -1.38
19 O 1.45 -2.88 -1.64

Formally, the Mulliken partial charges of the atoms, in units of the elementary charge, are as follows: atom 1 (C): -0.292, atom 2 (O): -0.523, atom 3 (C): -0.939, atom 4 (C): -0.311, atom 5 (C): -0.571, atom 6 (O): -0.505, atom 7 (H): 0.245, atom 8 (H): 0.311, atom 9 (H): 0.352, atom 10 (H): 0.154, atom 11 (H): 0.509, atom 12 (H): 0.338, atom 13 (H): 0.241, atom 14 (H): 0.413, atom 15 (H): 0.273, atom 16 (H): 0.312, atom 17 (H): 0.306, atom 18 (H): 0.285, atom 19 (O): -0.597

***

2 unconnected molecules or ions with the total composition C4H12O3. Source: the OMol25 dataset; level of theory: ωB97M-V/def2-TZVPD.

ΔE to the lowest compared entry with this formula, charge and spin: 18.0 kcal per mole
Total charge: 0
Orbital gap: 0.3992 hartree

Element x y z (Å)
1 C -0.20 0.34 1.42
2 O -0.21 0.67 2.80
3 C 0.95 -0.63 1.12
4 C 1.34 -0.65 -0.34
5 C 0.16 -0.87 -1.27
6 O -0.57 -2.03 -0.94
7 H -1.16 -0.06 1.11
8 H -0.03 1.25 0.84
9 H -1.07 0.51 3.19
10 H 0.60 -1.62 1.41
11 H 1.73 -0.30 1.80
12 H 2.10 -1.40 -0.50
13 H 1.81 0.30 -0.61
14 H 0.49 -0.91 -2.32
15 H -0.50 0.00 -1.29
16 H -1.50 -1.83 -0.83
17 H -0.76 1.73 -2.02
18 H -0.31 3.16 -2.19
19 O -1.03 2.56 -2.43

Formally, the Mulliken partial charges of the atoms, in units of the elementary charge, are as follows: atom 1 (C): -0.360, atom 2 (O): -0.537, atom 3 (C): -0.475, atom 4 (C): -0.554, atom 5 (C): -0.385, atom 6 (O): -0.549, atom 7 (H): 0.287, atom 8 (H): 0.175, atom 9 (H): 0.331, atom 10 (H): 0.188, atom 11 (H): 0.401, atom 12 (H): 0.299, atom 13 (H): 0.351, atom 14 (H): 0.377, atom 15 (H): 0.158, atom 16 (H): 0.337, atom 17 (H): 0.336, atom 18 (H): 0.293, atom 19 (O): -0.672

***

3 unconnected molecules or ions with the total composition C4H12O4. Source: the OMol25 dataset; level of theory: ωB97M-V/def2-TZVPD.

ΔE to the lowest compared entry with this formula, charge and spin: 29.8 kcal per mole
Total charge: 0
Orbital gap: 0.3907 hartree

Element x y z (Å)
1 O 0.07 -0.18 -3.32
2 C 0.54 -0.90 -2.48
3 C 1.34 -0.41 -1.31
4 C 0.51 0.09 -0.14
5 C 1.40 0.53 1.03
6 O -0.47 1.11 -0.42
7 H 0.44 -1.99 -2.61
8 H 2.13 0.29 -1.60
9 H 1.94 -1.25 -0.93
10 H -0.15 -0.70 0.21
11 H 1.41 -0.27 1.77
12 H 0.90 1.43 1.38
13 H 2.42 0.85 0.79
14 H -0.47 1.30 -1.37
15 H -1.64 -0.12 3.47
16 H -1.07 1.13 2.72
17 O -1.01 0.18 2.81
18 H -3.27 -0.16 -0.53
19 H -2.23 -0.14 0.48
20 O -2.76 -0.80 0.00

Formally, the Mulliken partial charges of the atoms, in units of the elementary charge, are as follows: atom 1 (O): -0.478, atom 2 (C): 0.010, atom 3 (C): -0.795, atom 4 (C): 0.573, atom 5 (C): -1.319, atom 6 (O): -0.523, atom 7 (H): 0.335, atom 8 (H): 0.429, atom 9 (H): 0.345, atom 10 (H): 0.180, atom 11 (H): 0.259, atom 12 (H): 0.277, atom 13 (H): 0.392, atom 14 (H): 0.307, atom 15 (H): 0.282, atom 16 (H): 0.305, atom 17 (O): -0.590, atom 18 (H): 0.331, atom 19 (H): 0.309, atom 20 (O): -0.630

***

2 unconnected molecules or ions with the total composition C4H12OP. Source: the OMol25 dataset; level of theory: ωB97M-V/def2-TZVPD.

ΔE to the lowest compared entry with this formula, charge and spin: 70.7 kcal per mole
Total charge: +1
Orbital gap (spin up / spin down): 0.3212 / 0.3212 hartree

Element x y z (Å)
1 C 1.05 -0.70 1.83
2 C -0.26 -0.53 -1.73
3 C -1.95 -0.29 -0.05
4 C 0.16 0.86 0.21
5 O -0.81 0.31 -0.69
6 P 1.51 1.78 -0.60
7 H 0.30 -1.47 1.85
8 H 1.98 -0.94 1.35
9 H 1.08 -0.03 2.66
10 H 0.55 0.01 -2.21
11 H 0.10 -1.48 -1.32
12 H -1.05 -0.71 -2.46
13 H -2.73 -0.41 -0.80
14 H -1.70 -1.26 0.38
15 H -2.30 0.38 0.74
16 H -0.38 1.48 0.93
17 H 2.02 2.26 0.60
18 H 2.44 0.74 -0.70

Formally, the Mulliken partial charges of the atoms, in units of the elementary charge, are as follows: atom 1 (C): -0.645, atom 2 (C): -0.695, atom 3 (C): -0.694, atom 4 (C): -0.447, atom 5 (O): 0.049, atom 6 (P): -0.054, atom 7 (H): 0.289, atom 8 (H): 0.297, atom 9 (H): 0.334, atom 10 (H): 0.330, atom 11 (H): 0.332, atom 12 (H): 0.342, atom 13 (H): 0.333, atom 14 (H): 0.338, atom 15 (H): 0.322, atom 16 (H): 0.395, atom 17 (H): 0.098, atom 18 (H): 0.078

***

2 unconnected molecules or ions with the total composition C4H12OS. Source: the OMol25 dataset; level of theory: ωB97M-V/def2-TZVPD.

ΔE to the lowest compared entry with this formula, charge and spin: 34.6 kcal per mole
Total charge: +1
⟨S²⟩: 0.753
Multiplicity: 2
Orbital gap (spin up / spin down): 0.3185 / 0.1322 hartree

Element x y z (Å)
1 C 3.04 -0.37 -1.86
2 S 2.37 -1.99 -2.33
3 C 0.91 -1.51 -3.11
4 H 4.00 -0.17 -2.34
5 H 3.17 -0.36 -0.77
6 H 2.36 0.43 -2.17
7 H 1.17 -1.06 -4.08
8 H 0.22 -2.33 -3.36
9 H 0.16 -0.87 -2.63
10 C -2.09 1.38 2.09
11 O -1.77 2.57 2.87
12 C -1.74 -0.01 2.58
13 H -3.17 1.41 1.84
14 H -1.60 1.66 1.16
15 H -2.16 2.34 3.71
16 H -1.28 0.13 3.57
17 H -2.53 -0.70 2.91
18 H -1.08 -0.54 1.89

Formally, the Mulliken partial charges of the atoms, in units of the elementary charge, are as follows: atom 1 (C): -0.722, atom 2 (S): 0.429, atom 3 (C): -0.843, atom 4 (H): 0.361, atom 5 (H): 0.347, atom 6 (H): 0.309, atom 7 (H): 0.393, atom 8 (H): 0.340, atom 9 (H): 0.385, atom 10 (C): -0.283, atom 11 (O): -0.514, atom 12 (C): -0.831, atom 13 (H): 0.262, atom 14 (H): 0.278, atom 15 (H): 0.295, atom 16 (H): 0.285, atom 17 (H): 0.333, atom 18 (H): 0.175

***

2 unconnected molecules or ions with the total composition C4H12OS2. Source: the OMol25 dataset; level of theory: ωB97M-V/def2-TZVPD.

ΔE to the lowest compared entry with this formula, charge and spin: 15.4 kcal per mole
Total charge: 0
Orbital gap: 0.3312 hartree

Element x y z (Å)
1 C 2.91 -1.35 0.00
2 C 2.60 -1.46 1.56
3 S 0.84 -1.48 1.97
4 S 0.22 0.37 1.30
5 C -0.86 0.09 -0.15
6 C -1.36 1.40 -0.76
7 H 2.36 -2.06 -0.62
8 H 3.96 -1.66 -0.02
9 H 2.68 -0.29 -0.11
10 H 3.16 -0.62 1.96
11 H 3.03 -2.37 2.00
12 H -0.27 -0.48 -0.88
13 H -1.68 -0.57 0.16
14 H -2.04 1.35 -1.61
15 H -0.54 1.99 -1.19
16 H -1.71 1.96 0.11
17 H -4.53 2.51 -4.71
18 H -4.11 3.61 -5.60
19 O -4.66 2.83 -5.63

Formally, the Mulliken partial charges of the atoms, in units of the elementary charge, are as follows: atom 1 (C): -0.992, atom 2 (C): -0.520, atom 3 (S): -0.096, atom 4 (S): -0.149, atom 5 (C): -0.307, atom 6 (C): -1.110, atom 7 (H): 0.246, atom 8 (H): 0.377, atom 9 (H): 0.301, atom 10 (H): 0.334, atom 11 (H): 0.354, atom 12 (H): 0.276, atom 13 (H): 0.363, atom 14 (H): 0.337, atom 15 (H): 0.298, atom 16 (H): 0.287, atom 17 (H): 0.318, atom 18 (H): 0.318, atom 19 (O): -0.636

***

2 unconnected molecules or ions with the total composition C4H12OS2. Source: the OMol25 dataset; level of theory: ωB97M-V/def2-TZVPD.

ΔE to the lowest compared entry with this formula, charge and spin: 12.2 kcal per mole
Total charge: +1
⟨S²⟩: 0.755
Multiplicity: 2
Orbital gap (spin up / spin down): 0.3785 / 0.2374 hartree

Element x y z (Å)
1 C -0.19 -0.04 -2.08
2 C -0.59 -1.49 -1.95
3 C 1.18 0.28 -1.48
4 S 1.27 0.53 0.31
5 S -0.59 0.62 1.05
6 C -1.21 2.20 0.37
7 H -0.87 0.68 -1.67
8 H -0.16 0.29 -3.12
9 H 0.11 -2.15 -2.46
10 H -1.52 -1.68 -2.48
11 H -0.61 -1.86 -0.95
12 H 1.71 1.02 -2.08
13 H 1.82 -0.62 -1.47
14 H -0.54 2.54 -0.41
15 H -1.23 2.85 1.25
16 H -2.25 2.13 0.04
17 H 0.15 -1.94 2.36
18 H -0.25 -2.99 3.40
19 O -0.22 -2.82 2.46

Formally, the Mulliken partial charges of the atoms, in units of the elementary charge, are as follows: atom 1 (C): -0.338, atom 2 (C): -1.127, atom 3 (C): -0.532, atom 4 (S): 0.206, atom 5 (S): 0.216, atom 6 (C): -0.873, atom 7 (H): 0.173, atom 8 (H): 0.374, atom 9 (H): 0.349, atom 10 (H): 0.358, atom 11 (H): 0.271, atom 12 (H): 0.430, atom 13 (H): 0.415, atom 14 (H): 0.351, atom 15 (H): 0.357, atom 16 (H): 0.358, atom 17 (H): 0.279, atom 18 (H): 0.317, atom 19 (O): -0.586

***

2 unconnected molecules or ions with the total composition C4H12OSSi. Source: the OMol25 dataset; level of theory: ωB97M-V/def2-TZVPD.

ΔE to the lowest compared entry with this formula, charge and spin: 60.9 kcal per mole
Total charge: 0
Orbital gap: 0.2874 hartree

Element x y z (Å)
1 C 0.60 -2.53 0.15
2 C 0.91 0.86 -1.64
3 C 1.22 1.62 1.35
4 C -2.17 0.66 0.11
5 O 0.71 -1.17 0.46
6 Si 0.56 0.41 0.12
7 S -2.83 -0.80 -0.58
8 H 1.63 -2.96 0.14
9 H 0.10 -2.52 -0.84
10 H 0.00 -3.03 0.99
11 H 0.03 1.00 -2.25
12 H 1.41 1.84 -1.54
13 H 1.64 0.13 -2.24
14 H 0.44 1.65 2.15
15 H 2.21 1.42 1.79
16 H 0.98 2.73 1.08
17 H -2.68 0.88 1.03
18 H -2.43 1.50 -0.58
19 H -2.33 -1.68 0.30

Formally, the Mulliken partial charges of the atoms, in units of the elementary charge, are as follows: atom 1 (C): -0.517, atom 2 (C): -0.984, atom 3 (C): -1.003, atom 4 (C): -0.906, atom 5 (O): -0.188, atom 6 (Si): 0.483, atom 7 (S): -0.192, atom 8 (H): 0.221, atom 9 (H): 0.316, atom 10 (H): 0.189, atom 11 (H): 0.334, atom 12 (H): 0.306, atom 13 (H): 0.291, atom 14 (H): 0.288, atom 15 (H): 0.338, atom 16 (H): 0.326, atom 17 (H): 0.398, atom 18 (H): 0.261, atom 19 (H): 0.040

***

C4H12OSi in the gas phase. Source: the OMol25 dataset; level of theory: ωB97M-V/def2-TZVPD.

ΔE to the lowest compared entry with this formula, charge and spin: 0.0 kcal per mole
Total charge: 0
Orbital gap: 0.3928 hartree

Element x y z (Å)
1 O 0.97 -1.08 1.45
2 C -2.15 -0.90 -0.28
3 C 2.05 0.31 -0.79
4 C -0.13 1.53 1.01
5 C -0.78 -0.80 -0.87
6 Si 0.54 -0.04 0.21
7 H 1.72 -0.73 1.96
8 H -2.13 -1.63 0.54
9 H -2.45 0.07 0.12
10 H -2.86 -1.30 -1.02
11 H 2.04 1.25 -1.35
12 H 2.88 0.36 -0.08
13 H 2.19 -0.51 -1.50
14 H -0.89 1.16 1.70
15 H 0.66 2.02 1.58
16 H -0.58 2.19 0.27
17 H -0.36 -1.76 -1.19
18 H -0.74 -0.15 -1.76

Formally, the Mulliken partial charges of the atoms, in units of the elementary charge, are as follows: atom 1 (O): -0.586, atom 2 (C): -1.146, atom 3 (C): -0.937, atom 4 (C): -1.008, atom 5 (C): -0.388, atom 6 (Si): 0.431, atom 7 (H): 0.288, atom 8 (H): 0.286, atom 9 (H): 0.285, atom 10 (H): 0.339, atom 11 (H): 0.323, atom 12 (H): 0.274, atom 13 (H): 0.266, atom 14 (H): 0.277, atom 15 (H): 0.334, atom 16 (H): 0.320, atom 17 (H): 0.339, atom 18 (H): 0.302